The following is a quantum chemistry calculation of a molecular structure, C34H36MnN3O3Te in a non-equilibrium geometry, from the OMol25 dataset.

For the HOMO energy (alpha / beta), the calculation gives -3.34 / -3.49 eV. Its expectation value of S² is 8.909. The calculation puts the LUMO energy (alpha / beta) at 2.53 / 1.34 eV.

The geometry in ORCA input format:
```
! wB97M-V def2-TZVPD RIJCOSX def2/J DEFGRID3
* xyz -1 6
Mn -1.40507 -2.12641 -0.62012
O -1.09157 -3.52129 -1.81580
C -1.26566 -4.70172 -1.35509
C -0.81180 -5.85040 -2.03321
C -0.99585 -7.15572 -1.55051
C -1.66606 -7.36855 -0.35153
C -2.14226 -6.27326 0.36021
C -1.92588 -4.97505 -0.13298
C -2.38263 -3.84901 0.70579
N -1.56635 -2.89366 0.98041
N -2.12687 -1.85870 1.73165
C -2.03077 -0.71702 1.10102
O -1.65634 -0.41590 -0.05477
C -2.39115 0.54296 1.88054
C -2.50115 1.82584 1.31332
C -2.77489 2.94804 2.10388
C -2.94836 2.80815 3.47954
C -2.85318 1.54701 4.06349
C -2.57854 0.42754 3.27000
H -0.28278 -5.70395 -2.97395
H -0.60187 -7.98936 -2.12023
H -1.79866 -8.37222 0.03296
H -2.63932 -6.40833 1.31358
H -3.41289 -3.87805 1.09352
H -2.35131 1.94372 0.24247
H -2.83637 3.92396 1.63463
H -3.14777 3.67913 4.09413
H -2.97626 1.42264 5.13387
H -2.48257 -0.55028 3.73511
C 0.65839 -4.35822 0.16423
C 1.18760 -2.99602 0.47826
O 2.26136 -2.87222 1.04706
N 0.43875 -1.85273 0.10676
Te 1.11136 0.07177 0.48457
C 1.72569 2.01909 1.21225
C 2.76666 2.78050 0.61663
C 3.57057 2.31010 -0.55983
C 3.09012 4.04347 1.13527
C 2.41042 4.56429 2.23897
C 2.76196 5.91485 2.79167
C 1.39735 3.81438 2.83778
C 1.04780 2.54924 2.34110
C -0.04104 1.77701 3.04358
C 0.76795 0.67165 -1.57251
C -0.16410 1.69430 -1.89800
C -1.00243 2.41265 -0.87674
C -0.33739 2.08051 -3.23514
C 0.38980 1.47259 -4.26013
C 0.20093 1.89031 -5.68957
C 1.29905 0.46120 -3.95007
C 1.49770 0.04803 -2.62287
C 2.48473 -1.06572 -2.36937
H 1.36085 -5.14382 0.51600
H 0.52581 -4.45974 -0.93311
H -0.32136 -4.50065 0.66598
H 3.29202 1.30427 -0.88678
H 4.64629 2.28015 -0.28578
H 3.43278 3.00812 -1.41248
H 3.88277 4.62254 0.67484
H 3.58504 6.39089 2.21720
H 3.08581 5.81265 3.84879
H 1.87329 6.57908 2.74648
H 0.88066 4.22169 3.69926
H -0.45135 2.33681 3.91086
H 0.36813 0.81750 3.42352
H -0.88285 1.56618 2.35556
H -0.84606 2.05291 0.14810
H -2.07781 2.26931 -1.11430
H -0.76957 3.49835 -0.90006
H -1.04767 2.86342 -3.47687
H -0.55269 2.70106 -5.78327
H -0.14227 1.02158 -6.28994
H 1.16445 2.25836 -6.10088
H 1.85309 -0.00889 -4.75449
H 2.96763 -1.40989 -3.30865
H 1.96405 -1.94049 -1.94031
H 3.29076 -0.74727 -1.68198
H -0.96089 -1.28524 -2.06356
*
```

These are the Löwdin partial charges, in e, on atoms 1 to 5:
1 Mn 0.77
2 O -0.18
3 C -0.48
4 C -0.02
5 C -0.09